{
  "formula": "C10H8As2BrF28NaO2",
  "method": "wB97M-V/def2-TZVPD",
  "elements": ["Na", "As", "F", "F", "F", "F", "F", "F", "As", "F", "F", "F", "F", "F", "F", "Br", "C", "C", "C", "F", "F", "F", "F", "O", "C", "C", "F", "F", "F", "F", "H", "H", "H", "H", "C", "C", "C", "F", "F", "F", "F", "O", "C", "C", "F", "F", "F", "F", "H", "H", "H", "H"],
  "coordinates": [[0.814, 0.434, -0.897], [1.380, -5.695, 1.332], [2.077, -6.780, 2.590], [1.793, -4.294, 2.300], [0.768, -4.545, 0.134], [1.083, -7.113, 0.352], [-0.242, -5.820, 2.157], [3.024, -5.625, 0.650], [2.536, 5.345, 3.461], [3.076, 5.479, 1.732], [3.333, 6.889, 3.925], [1.891, 5.216, 5.063], [1.603, 3.874, 2.932], [4.023, 4.417, 3.877], [1.208, 6.480, 3.077], [5.594, 0.022, -0.480], [1.535, 1.418, -7.378], [1.645, 2.825, -6.760], [3.120, 3.371, -6.910], [3.225, 4.427, -6.217], [4.123, 2.626, -6.520], [0.797, 3.639, -7.297], [1.266, 2.715, -5.498], [0.373, 0.868, -6.852], [-0.625, 0.097, -7.624], [-1.210, -1.155, -6.905], [-1.538, -0.673, -5.710], [-2.165, -1.862, -7.549], [-1.550, 0.973, -7.896], [-0.011, -0.218, -8.776], [2.468, 0.870, -7.243], [1.509, 1.508, -8.464], [3.247, 3.651, -7.956], [-0.321, -1.756, -6.716], [-2.619, -0.490, 6.236], [-1.309, -1.097, 6.765], [-1.409, -2.659, 6.823], [-0.308, -3.399, 6.895], [-2.088, -3.131, 7.883], [-0.267, -0.669, 6.031], [-1.075, -0.712, 8.054], [-2.743, -0.782, 4.823], [-4.118, -0.699, 4.301], [-4.157, -0.901, 2.768], [-5.361, -0.686, 2.152], [-3.154, -0.142, 2.198], [-4.886, -1.566, 4.932], [-4.619, 0.449, 4.616], [-2.490, 0.592, 6.237], [-3.476, -0.817, 6.825], [-1.910, -2.962, 5.903], [-3.860, -1.939, 2.622]],
  "charge": -2,
  "e_homo_ha": -0.0928,
  "homo_lumo_gap_ev": 3.80
}

{
  "formula": "C5H14",
  "method": "wB97M-V/def2-TZVPD",
  "elements": ["C", "C", "H", "H", "H", "H", "H", "H", "C", "C", "C", "H", "H", "H", "H", "H", "H", "H", "H"],
  "coordinates": [[1.921, -2.560, 1.326], [1.176, -1.295, 1.079], [2.921, -2.616, 0.940], [1.744, -2.615, 2.457], [1.261, -3.384, 0.764], [1.605, -0.537, 1.930], [1.297, -0.686, 0.329], [0.145, -1.663, 1.090], [-0.703, 1.631, -1.285], [-0.550, 1.785, 0.209], [-1.881, 0.560, -1.544], [-0.884, 2.617, -1.827], [0.274, 1.201, -1.602], [0.100, 0.934, 0.700], [-2.611, 1.170, -2.103], [-1.717, -0.318, -2.066], [-2.329, 0.359, -0.622], [-0.097, 2.765, 0.503], [-1.488, 2.047, 0.791]],
  "smiles": "CCC.CC",
  "e_above_lowest_kj_mol": 231.8,
  "e_homo_ha": -0.3981,
  "homo_lumo_gap_ev": 11.85
}

{
  "formula": "C5H16N2O",
  "method": "wB97M-V/def2-TZVPD",
  "elements": ["C", "N", "C", "C", "C", "N", "C", "H", "H", "H", "H", "H", "H", "H", "H", "H", "H", "H", "H", "H", "H", "H", "H", "O"],
  "coordinates": [[-2.382, 0.561, -0.554], [-1.317, 0.411, 0.444], [-0.125, 1.129, 0.197], [2.191, -1.174, -0.422], [2.659, 0.138, -0.301], [2.863, 1.728, 0.669], [-3.250, -0.708, -0.626], [-1.900, 0.666, -1.538], [-3.039, 1.393, -0.311], [-0.321, 2.201, 0.131], [0.461, 1.018, 1.109], [0.420, 0.631, -0.628], [2.714, -1.864, 0.220], [1.655, -1.540, -1.280], [3.696, 0.256, 0.004], [2.548, 0.829, -1.142], [2.565, 2.685, 0.589], [3.572, 1.488, 1.353], [-4.003, -0.537, -1.400], [-2.615, -1.565, -0.784], [-3.731, -0.884, 0.334], [-0.171, -2.356, 1.352], [-1.055, -0.615, 0.593], [-0.599, -2.101, 0.521]],
  "e_above_lowest_kj_mol": 964.8,
  "e_homo_ha": -0.2793,
  "homo_lumo_gap_ev": 4.25
}